172
Properties=species:S:1:pos:R:3:forces:R:3:lowdin_charge:R:1 method="wB97M-V/def2-TZVPD" relative_energy_kcal_mol=0.0 multiplicity=1 e_homo_ev=-5.37 energy_ha=-5668.3652 orbital_gap_ev=6.7 e_lumo_ev=1.37 total_charge=-1
C -9.6750 -1.7174 3.5699 1.0 0.9 -0.6 -0.11
C -8.1393 -1.8897 3.1171 -0.5 0.0 0.9 -0.25
C -7.5639 -3.3468 3.3658 -0.8 0.4 -1.7 -0.20
C -6.5072 -3.6643 2.2202 0.0 -1.2 0.2 -0.20
C -5.0485 -4.0106 2.7072 0.3 0.5 -0.9 -0.21
C -4.1862 -2.7771 3.2044 0.3 -0.3 1.4 -0.11
B -3.2456 -2.1094 1.9902 -1.4 -0.9 1.1 -0.88
C -2.0361 -3.2181 1.8636 1.8 0.2 -0.9 -0.11
P -1.1392 -3.2933 0.2298 -0.8 -0.7 -1.2 0.59
O -2.0210 -3.2668 -0.9997 1.8 0.1 2.0 -0.34
O 0.0822 -2.1282 0.2277 -1.3 -1.4 0.4 -0.23
O -0.3271 -4.7976 0.1966 -0.2 2.1 0.2 -0.20
O -4.2185 -1.9388 0.8869 -2.3 2.0 -1.5 0.06
C -4.6804 -0.6174 0.9266 1.9 -0.1 1.2 -0.51
O -5.4660 -0.2225 2.0474 -0.2 -0.6 -0.4 0.05
F -5.4789 -0.2375 -0.1597 1.1 -0.9 0.3 0.02
C -3.2858 0.1316 1.1741 0.5 0.1 -0.3 -0.55
S -2.3723 -0.0357 -0.4653 0.7 -0.3 -0.3 0.86
C -3.2482 1.6958 1.4247 -0.2 -0.5 0.8 -0.16
C -4.4443 2.4877 0.7777 0.0 0.4 0.0 -0.24
C -4.2242 2.8455 -0.7456 0.4 1.1 -0.1 -0.46
S -5.6922 2.3757 -1.7934 -0.2 -0.6 -0.1 0.82
C -5.0867 1.3120 -3.1492 1.8 -0.2 -1.4 -0.99
S -3.9932 1.9961 -4.2319 -0.9 -0.6 1.2 0.61
N -5.4425 -0.0591 -3.3650 -0.5 2.1 1.8 -0.19
C -4.3867 -1.0155 -2.9827 0.5 -2.1 -0.6 -0.18
C -4.7391 -2.3929 -3.7087 1.1 0.7 -0.8 -0.16
O -6.1401 -2.7096 -3.6757 0.2 0.6 0.5 -0.16
C -6.8190 -2.0055 -2.6342 -0.5 0.2 0.1 -0.17
C -6.7737 -0.4236 -2.8538 -0.7 -1.7 0.4 -0.17
O -2.7926 -0.7047 2.2126 0.3 1.7 -1.0 -0.02
H -10.2623 -1.3766 2.6658 0.4 -0.4 1.0 0.06
H -10.1290 -2.6698 3.9367 0.4 0.9 0.0 0.06
H -9.6903 -0.8705 4.3152 -0.5 -1.2 -0.5 0.05
H -7.4660 -1.1719 3.6726 -0.8 -0.6 -0.6 0.10
H -8.1164 -1.5847 2.0356 0.3 -0.7 0.9 0.09
H -8.4413 -4.0489 3.2196 0.9 0.6 0.2 0.09
H -7.1946 -3.5210 4.4067 -0.1 0.4 -0.9 0.11
H -6.5184 -2.8632 1.4285 0.3 -0.7 1.0 0.09
H -6.8867 -4.5931 1.6908 0.4 0.9 0.5 0.10
H -4.5114 -4.4330 1.8033 -0.6 0.3 0.9 0.10
H -5.0723 -4.8430 3.4627 -0.2 0.8 -0.5 0.10
H -4.8379 -2.0123 3.7142 0.4 -0.7 -0.4 0.09
H -3.4751 -3.1794 3.9999 -0.8 0.5 -0.5 0.09
H -1.2661 -2.9252 2.6446 -0.7 -0.3 -0.8 0.09
H -2.3397 -4.2680 2.1104 0.1 0.9 -0.4 0.09
H 0.4722 -2.0465 1.1289 -0.5 -0.2 -0.9 0.03
H 0.5973 -4.6371 0.4459 -0.3 -0.2 0.0 0.01
H -6.2830 0.1546 1.6902 0.2 -0.3 0.1 0.10
H -1.0957 0.4520 -0.2365 -1.1 -0.2 0.4 -0.08
H -2.3042 2.0876 0.9621 -0.8 -0.3 0.6 0.09
H -3.1704 1.8969 2.5356 -0.4 -0.3 -1.1 0.12
H -5.4442 1.9955 0.8782 1.1 0.2 0.1 0.08
H -4.5316 3.4619 1.3449 0.1 -1.0 -0.6 0.11
H -4.1653 3.9711 -0.8262 -0.1 -1.2 -0.1 0.07
H -3.2711 2.4589 -1.1811 -1.0 0.0 0.4 0.04
H -3.3911 -0.6515 -3.3569 -1.1 -0.4 0.4 0.09
H -4.3171 -1.2385 -1.8867 -0.1 0.6 -0.9 0.08
H -4.1004 -3.2404 -3.3285 -0.7 0.9 0.1 0.13
H -4.4649 -2.2789 -4.8013 -0.4 -0.1 1.0 0.12
H -6.4101 -2.3091 -1.6323 -0.2 0.5 -0.8 0.12
H -7.8911 -2.3569 -2.6537 1.1 0.4 -0.1 0.13
H -7.5473 -0.1415 -3.6132 0.7 -0.2 0.6 0.12
H -7.0514 0.0218 -1.8616 0.4 0.0 -0.9 0.08
O 1.4429 -3.1214 2.2066 0.3 -0.6 0.2 0.10
C 2.4043 -3.8293 2.3205 -0.2 0.4 0.4 -0.44
O 2.3967 -5.1533 2.0341 -0.1 0.4 -0.1 0.04
C 3.6655 -5.7269 2.3795 0.3 -0.4 0.0 -0.15
C 4.6372 -4.5660 2.3854 0.5 0.1 0.0 -0.16
C 3.7582 -3.4121 2.8325 0.4 -0.1 -0.3 -0.07
H 3.5772 -6.2011 3.3607 0.0 0.0 0.0 0.13
H 3.9355 -6.4852 1.6451 -0.3 0.0 0.0 0.13
H 5.5042 -4.7333 3.0248 -0.1 -0.1 0.0 0.12
H 4.9986 -4.3799 1.3704 0.0 0.0 0.1 0.12
H 3.7155 -3.3284 3.9205 -0.1 0.1 0.0 0.14
H 4.0707 -2.4692 2.3880 -0.2 0.1 0.2 0.13
O 2.3360 1.0820 -4.5059 0.0 0.3 -0.4 0.10
C 1.2540 0.7637 -4.9195 0.2 0.0 0.5 -0.48
O 0.5729 1.4682 -5.8573 0.4 -0.1 0.1 0.03
C -0.7258 0.8827 -6.0477 -0.5 0.0 -0.2 -0.16
C -0.5918 -0.5459 -5.5673 -0.2 -0.4 0.0 -0.15
C 0.4401 -0.4192 -4.4607 -0.2 -0.2 -0.4 -0.07
H -1.4533 1.4477 -5.4623 0.0 0.0 0.0 0.07
H -1.0010 0.9376 -7.1011 0.2 0.2 0.0 0.13
H -1.5370 -0.9804 -5.2411 0.0 0.1 0.0 0.11
H -0.1930 -1.1719 -6.3708 0.0 0.0 0.0 0.12
H -0.0198 -0.1825 -3.4985 0.1 -0.1 0.0 0.14
H 1.0581 -1.3111 -4.3801 0.1 0.2 0.3 0.13
O -8.2842 -0.1124 8.1051 -0.2 -0.1 -0.3 0.12
C -8.4968 0.8668 7.4475 0.4 -0.4 0.4 -0.48
O -8.8733 0.8343 6.1438 0.0 -0.1 0.3 0.02
C -8.9386 2.1732 5.6315 0.0 0.2 -0.4 -0.16
C -9.1093 3.0584 6.8467 -0.1 0.5 0.1 -0.16
C -8.3471 2.2931 7.9123 -0.4 0.4 -0.1 -0.08
H -8.0117 2.3840 5.0911 0.0 0.0 0.0 0.13
H -9.7774 2.2592 4.9407 0.1 -0.2 0.0 0.13
H -8.7494 4.0759 6.6922 0.0 -0.1 -0.1 0.12
H -10.1668 3.1135 7.1200 0.1 0.0 0.0 0.12
H -7.2864 2.5531 7.9230 0.0 -0.1 0.1 0.14
H -8.7852 2.4304 8.8991 0.3 -0.2 0.1 0.13
O -3.1178 1.0758 8.1984 0.0 0.3 -0.3 0.08
C -2.7178 0.4664 7.2376 -0.3 -0.1 0.2 -0.48
O -2.6734 0.9845 5.9877 0.0 0.1 0.7 0.03
C -2.2536 -0.0360 5.0600 0.1 -0.3 -0.5 -0.15
C -1.5181 -1.0553 5.9016 0.3 -0.3 -0.1 -0.15
C -2.2464 -0.9663 7.2286 0.5 0.1 -0.4 -0.09
H -3.1378 -0.4556 4.5780 0.1 0.1 0.0 0.12
H -1.6125 0.4020 4.2970 -0.3 0.2 0.0 0.12
H -1.5199 -2.0541 5.4643 -0.1 0.1 -0.1 0.11
H -0.4759 -0.7471 6.0336 0.0 0.0 0.0 0.12
H -3.1140 -1.6259 7.2613 0.1 0.0 0.2 0.13
H -1.5836 -1.1650 8.0674 -0.4 0.0 0.2 0.12
O -3.2941 -2.5321 9.5326 0.1 -0.4 0.6 0.11
C -4.1602 -2.1009 10.2384 0.0 0.0 -0.7 -0.47
O -4.3758 -2.5145 11.5160 0.2 0.0 -0.1 0.03
C -5.5544 -1.8769 12.0288 -0.2 0.1 0.3 -0.17
C -5.7350 -0.6347 11.1823 -0.3 0.4 0.0 -0.16
C -5.1832 -1.0742 9.8391 -0.2 0.4 0.3 -0.07
H -6.3947 -2.5707 11.9342 0.0 0.0 0.0 0.13
H -5.4112 -1.6386 13.0832 0.1 -0.2 0.0 0.12
H -6.7679 -0.2874 11.1409 0.0 -0.1 0.0 0.11
H -5.1222 0.1782 11.5822 0.0 -0.1 0.0 0.12
H -5.9460 -1.5540 9.2214 0.1 0.0 -0.1 0.14
H -4.7197 -0.2472 9.3030 0.0 -0.3 -0.2 0.11
O 7.2761 5.6702 -4.9679 -0.3 0.1 0.2 0.10
C 6.4455 4.8225 -5.1573 0.5 0.1 0.2 -0.49
O 5.2782 4.7468 -4.4733 0.4 0.2 -0.2 0.03
C 4.5672 3.5587 -4.8651 -0.5 -0.3 0.1 -0.16
C 5.1164 3.2002 -6.2284 0.0 -0.3 -0.3 -0.15
C 6.5539 3.6786 -6.1334 -0.5 -0.1 -0.4 -0.08
H 4.7552 2.7790 -4.1231 0.0 0.1 0.0 0.13
H 3.4985 3.7643 -4.8955 0.1 0.1 0.2 0.12
H 5.0188 2.1413 -6.4662 -0.1 0.1 0.1 0.12
H 4.5914 3.7681 -7.0015 0.0 0.0 0.1 0.12
H 7.2112 2.9139 -5.7128 0.1 0.1 0.0 0.13
H 6.9304 4.0204 -7.0958 0.3 0.0 0.2 0.13
O 9.3270 1.5085 -9.3592 -0.1 0.4 0.2 0.11
C 9.7629 1.7104 -8.2595 0.1 -0.3 -0.6 -0.48
O 9.7418 2.9262 -7.6541 -0.2 -0.1 -0.2 0.01
C 10.4368 2.8469 -6.3980 0.4 0.2 0.5 -0.15
C 10.4090 1.3822 -6.0206 0.0 -0.1 0.2 -0.17
C 10.4427 0.6977 -7.3735 -0.2 0.0 0.5 -0.07
H 11.4539 3.2215 -6.5381 -0.1 0.0 0.0 0.10
H 9.9300 3.4695 -5.6591 -0.1 0.1 -0.2 0.13
H 11.2274 1.0934 -5.3606 0.0 0.1 0.0 0.12
H 9.4724 1.1473 -5.5161 0.1 0.0 -0.1 0.09
H 11.4642 0.5447 -7.7290 -0.1 0.0 -0.1 0.13
H 9.8954 -0.2432 -7.3629 0.1 0.0 -0.2 0.12
O 13.2696 4.5539 -7.2722 0.2 -0.1 -0.4 0.11
C 12.8290 5.2794 -8.1202 0.1 0.0 0.6 -0.48
O 13.3341 5.3619 -9.3771 0.0 -0.2 0.2 0.03
C 12.6514 6.3958 -10.1008 -0.1 0.2 -0.4 -0.16
C 11.3270 6.5721 -9.3887 -0.4 0.2 -0.1 -0.16
C 11.6883 6.2495 -7.9507 -0.4 0.0 -0.4 -0.07
H 13.2629 7.3023 -10.0727 0.0 0.0 0.0 0.13
H 12.5219 6.0903 -11.1389 0.2 -0.1 0.1 0.13
H 10.8948 7.5640 -9.5225 0.1 0.0 0.0 0.12
H 10.6063 5.8383 -9.7589 0.1 0.0 0.0 0.12
H 12.0477 7.1290 -7.4122 0.0 -0.1 0.1 0.14
H 10.8577 5.7878 -7.4193 0.2 0.1 0.2 0.12
O 9.2795 -1.0003 -4.7037 -0.1 0.2 0.3 0.12
C 9.7065 -0.7859 -3.6042 0.0 -0.3 -0.6 -0.48
O 9.6737 0.4338 -3.0088 -0.1 -0.2 -0.1 0.02
C 10.3601 0.3729 -1.7503 0.1 0.2 0.4 -0.15
C 10.3414 -1.0892 -1.3580 0.1 -0.3 0.4 -0.16
C 10.3878 -1.7863 -2.7059 -0.1 0.0 0.5 -0.08
H 11.3759 0.7537 -1.8890 0.0 0.0 0.0 0.13
H 9.8453 1.0001 -1.0229 0.0 0.1 -0.2 0.13
H 11.1574 -1.3662 -0.6902 0.0 0.1 0.0 0.12
H 9.4001 -1.3260 -0.8549 0.1 0.0 0.0 0.12
H 11.4123 -1.9354 -3.0534 -0.1 -0.1 -0.1 0.13
H 9.8470 -2.7305 -2.6919 0.2 0.0 -0.3 0.13